# C7H15N3O2

An isolated ion of composition C7H15N3O2 and charge +2 in a non-equilibrium geometry (ωB97M-V/def2-TZVPD, the Open Molecules 2025 dataset).

XYZ file:
```
27
Properties=species:S:1:pos:R:3
C -1.65 0.85 -0.09
C 3.45 -0.09 0.63
C -0.55 -1.09 0.77
C 0.58 0.32 -0.94
C 0.22 -1.08 -0.54
C -3.00 -0.65 1.19
C 2.93 0.61 -0.63
N -1.72 -0.26 0.56
N -2.22 1.99 -0.31
N 1.52 1.04 -0.26
O 2.79 -0.23 1.61
O -0.72 -1.57 -1.50
H 4.43 -0.74 0.58
H -0.96 -2.13 1.13
H -0.08 -0.59 1.56
H 0.13 0.62 -1.90
H 1.21 -1.60 -0.62
H -3.14 -1.80 1.41
H -3.24 -0.18 2.06
H -3.91 -0.33 0.52
H 3.70 1.29 -0.92
H 2.69 0.01 -1.52
H -1.64 2.75 -0.58
H -3.19 2.06 -0.15
H 1.57 2.06 -0.44
H 1.40 0.66 0.73
H -0.58 -1.92 -2.35
```

Its charge is +2. For the orbital gap (spin up / spin down), the calculation gives 8.75 / 8.51 eV. The spin multiplicity is 1. The value obtained for the total energy is -16045.18248 eV. The value obtained for the highest occupied orbital energy (spin up / spin down) is -17.40 / -17.23 eV.

# C7H15N3O2

An isolated ion of composition C7H15N3O2 and charge +2 in a non-equilibrium geometry (ωB97M-V/def2-TZVPD, the Open Molecules 2025 dataset).

XYZ file:
```
27
Properties=species:S:1:pos:R:3
C -2.00 -1.50 -0.25
C -1.00 -1.10 -1.28
C -0.23 -2.30 -1.78
N -0.05 0.06 -0.89
C 0.42 0.41 0.28
N 0.11 -0.19 1.48
C 0.12 0.50 2.71
O -0.04 -0.14 3.70
C 0.00 2.08 2.59
O 0.73 2.61 1.52
C 1.15 1.83 0.47
N 2.69 1.53 0.75
H -1.90 -2.44 0.29
H -2.53 -0.75 0.46
H -2.91 -1.86 -0.96
H -1.47 -0.72 -2.24
H 0.80 -1.98 -2.16
H -0.88 -2.76 -2.54
H -0.17 -3.05 -1.02
H 0.30 0.46 -1.70
H -0.37 -1.16 1.48
H -0.98 2.24 2.40
H 0.42 2.70 3.46
H 1.20 2.30 -0.51
H 3.40 2.29 0.29
H 3.12 0.58 0.42
H 2.87 1.72 1.74
```

Its charge is +2. For the orbital gap, the calculation gives 9.85 eV. The spin multiplicity is 1. The value obtained for the total energy is -16048.29752 eV. The SMILES is CC(C)/[NH+]=C1\NC(=O)CO[C@H]1[NH3+]. The value obtained for the highest occupied orbital energy is -18.29 eV.

# C7H15N5

C7H15N5 as an isolated structure in a non-equilibrium geometry (ωB97M-V/def2-TZVPD, the Open Molecules 2025 dataset).

XYZ file:
```
27
Properties=species:S:1:pos:R:3
C -1.26 2.84 0.25
C -1.83 1.65 0.31
C -0.68 0.17 -0.04
C -2.82 -0.54 0.31
C 0.55 0.60 -0.16
C -1.11 -2.21 -0.42
C 2.27 2.27 -0.29
N 0.09 2.92 0.00
N -1.49 -0.81 -0.16
N 0.91 1.95 -0.12
N -3.12 0.95 0.30
N 3.05 -1.43 0.06
H -1.73 3.80 0.57
H -3.66 -0.87 -0.37
H -3.07 -0.97 1.26
H 1.49 -0.01 -0.32
H 0.00 -2.35 0.02
H -1.72 -2.86 0.17
H -1.21 -2.48 -1.44
H 2.46 2.44 -1.32
H 2.42 3.22 0.13
H 2.89 1.43 -0.05
H -3.85 1.19 1.11
H -3.48 1.29 -0.49
H 2.36 -1.29 0.77
H 3.94 -1.11 0.17
H 3.15 -2.39 -0.31
```

Its charge is +2. For the orbital gap (spin up / spin down), the calculation gives 7.06 / 7.06 eV. The spin multiplicity is 1. The value obtained for the total energy is -14930.53797 eV. The value obtained for the highest occupied orbital energy (spin up / spin down) is -16.02 / -16.02 eV.

The ΔE to the lowest compared entry with this formula, charge and spin results, record by record, are as follows: 493.3, 192.7, 581.8 kJ/mol.